[1]
ORCA calculation (ωB97M-V with the def2-TZVPD basis set) on C33H32BrN6O5S5SeSiZr as an isolated structure.

For the strongest force on any atom, the calculation gives 0.016 hartree/bohr. As for the energy above the lowest of the compared OMol25 structures with the same formula, charge and spin: 70.0 kJ/mol. As for the HOMO-LUMO gap: 6.51 eV. The value obtained for the total energy is -9284.791463 Eh. The value obtained for the HOMO energy is -4.617 eV.

Geometry as ORCA input:
```
! wB97M-V def2-TZVPD RIJCOSX def2/J DEFGRID3
* xyz -1 1
Zr -0.0439 1.2046 -0.4923
Br -4.1003 -2.0609 -1.5030
Se -0.6823 0.7456 2.2023
S 3.0310 0.0437 1.6857
S 2.8013 4.3415 2.0868
S -0.2020 3.4702 -1.9789
S 5.4343 -3.2773 1.8209
S -3.4375 4.4487 1.4582
Si -2.3139 -0.7926 2.3259
O 6.4261 -3.2993 2.8662
O -2.1400 0.3975 -0.8843
O 5.7254 -4.0485 0.6377
O 0.4207 -0.7176 -0.7418
O -0.9138 0.6962 -2.6605
N -1.6415 3.0266 0.3774
N 1.8134 1.2906 -1.9848
N 1.6995 4.4777 -3.5272
N 5.0205 -1.7381 1.4489
N 2.1741 2.4044 -2.7526
N 1.2248 2.9427 0.6761
C 2.5353 -1.0448 -1.7353
C 1.3195 3.3673 -2.7941
C 2.4794 -3.6821 -0.8823
C 3.5896 -3.2151 -1.5873
C -1.0181 3.7853 1.3475
C 1.4068 -2.8576 -0.6096
C 2.5018 3.2063 0.8412
C -4.0073 -0.1018 1.8884
C 1.2844 -3.8761 3.3919
C -3.2768 1.0538 -4.1363
C -2.9116 3.2977 0.2964
C -2.0079 0.3959 -2.1505
C 3.7910 -1.4594 1.8178
C 3.0575 -2.6218 2.4275
C 2.0996 -5.0060 3.4333
C 1.4311 -1.5217 -1.0165
C -1.8420 4.6124 2.0354
C -1.9781 -2.3178 1.2963
C -4.1873 -0.7675 -2.8780
C -5.3517 0.0636 -4.8063
C -4.3541 1.0079 -5.0032
C 3.6648 2.7437 0.0332
C 1.1321 4.5257 2.3557
C 2.5999 0.2999 -2.2382
C -2.3927 -1.3007 4.1371
C 3.8573 -3.7437 2.4813
C -3.1857 0.1796 -3.0531
C 3.6021 -1.9090 -2.0166
C 0.4374 3.7319 1.5068
C 1.7537 -2.6675 2.8903
C -5.2639 -0.8304 -3.7518
C -3.8806 2.7606 -0.7014
C 3.4118 -4.9519 2.9769
H 4.4390 -3.8610 -1.7501
H 2.4716 -4.7029 -0.5197
H -4.0575 0.1226 0.8245
H 0.5506 -3.2113 -0.0522
H -3.1229 -2.1013 4.2892
H 4.4567 -1.5185 -2.5576
H -1.5926 5.2905 2.8324
H 4.0580 -5.8196 3.0068
H -2.4777 1.7722 -4.2696
H 4.5878 3.0780 0.5052
H -4.4128 1.7021 -5.8311
H 1.1370 -1.7750 2.8410
H -6.0229 -1.5857 -3.6030
H 1.7065 -5.9347 3.8285
H -6.1977 0.0120 -5.4797
H 0.7402 5.2068 3.0904
H 3.4039 0.5093 -2.9419
H -4.0134 1.6911 -0.5667
H 3.6909 1.6584 -0.0210
H -2.6815 -0.4501 4.7584
H -4.2057 0.8114 2.4546
H -2.8054 -3.0295 1.3865
H 0.2657 -3.9465 3.7542
H -1.4185 -1.6473 4.4867
H -4.7906 -0.8309 2.1198
H -1.8430 -2.0556 0.2470
H -4.8424 3.2618 -0.6006
H -1.0661 -2.8070 1.6433
H -3.4995 2.9317 -1.7097
H 2.4154 4.2928 -4.2128
H 3.5940 3.1665 -0.9692
H 0.9396 5.0571 -3.8406
*
```

[2]
ORCA calculation (ωB97M-V with the def2-TZVPD basis set) on C33H32CdIN13O4SSe as an isolated structure.

For the strongest force on any atom, the calculation gives 0.017 hartree/bohr. As for the energy above the lowest of the compared OMol25 structures with the same formula, charge and spin: 115.3 kJ/mol. As for the HOMO-LUMO gap: 7.29 eV. The value obtained for the total energy is -5554.572362 Eh. The value obtained for the HOMO energy is -7.303 eV.

Geometry as ORCA input:
```
! wB97M-V def2-TZVPD RIJCOSX def2/J DEFGRID3
* xyz 0 1
I -0.5294 3.1091 4.4650
Cd 0.4263 1.1947 1.6745
Se -1.4856 1.1659 -1.2558
S -0.3992 -1.8642 0.5033
O 0.5725 -1.3654 -0.4480
O 1.7257 2.9313 1.5425
O -1.7523 -2.0135 0.0344
O -1.1282 6.0753 -2.1332
N 4.3173 0.6566 -1.6596
N 1.3762 -7.4038 1.6084
N 0.3302 -2.4305 3.3930
N 2.4988 0.2197 1.1700
N 0.5249 -0.0829 3.7187
N 4.4138 -0.5270 0.3764
N 2.9669 4.3023 -1.4995
N -0.9710 -0.5716 -3.4461
N -0.9912 2.9153 1.3611
N -0.3974 -0.8486 1.7937
N 2.6772 0.7623 -0.0132
N 3.8076 0.3053 -0.4393
N -3.0031 -0.7331 -2.6710
C 1.0421 -0.2988 4.9164
C 0.4004 -0.1337 -3.5864
C 0.1584 -3.4877 0.9273
C -2.2272 -2.9199 -6.0439
C -2.3116 2.8124 3.3781
C -0.3727 -5.7451 1.5110
C 3.5572 -0.5623 1.3920
C 1.6903 3.5001 0.3941
C 0.8740 -2.6116 4.5841
C -0.7799 -4.4522 1.2547
C 0.1629 -1.1634 2.9768
C 0.4878 3.8559 -0.2932
C -2.2501 2.8307 1.9823
C -1.2705 -2.1291 -5.4239
C 1.4997 -3.8126 0.8289
C 0.9810 -6.0906 1.4282
C -0.6437 4.7594 -2.4089
C 2.9212 3.8375 -0.2741
C -3.5116 2.6771 4.0519
C 1.2531 -1.5710 5.4182
C -4.6872 2.5458 3.3284
C -2.9470 -1.5720 -3.7674
C -0.7930 3.6758 0.3372
C 1.9131 -5.1053 1.0858
C -1.8070 -0.1291 -2.4764
C -3.5181 -3.0398 -5.5322
C -3.8995 -2.3665 -4.3807
C 1.8183 4.5620 -2.1542
C -3.4511 2.7358 1.2755
C 4.2244 3.6202 0.4436
C -1.6478 -1.4539 -4.2748
C 0.5753 4.3980 -1.5988
C -4.6535 2.5829 1.9427
H -4.9003 -2.4525 -3.9790
H 0.7806 0.1197 -2.6012
H 5.3220 0.5718 -1.6447
H -1.6368 4.2562 -0.0473
H -5.6266 2.4162 3.8496
H 3.7200 -1.1442 2.2825
H -1.2351 6.1812 -1.1835
H 4.1214 2.8437 1.2010
H -3.4116 2.7450 0.1949
H 4.5138 4.5397 0.9584
H 3.9915 1.5844 -1.9104
H 2.2132 -3.0532 0.5380
H 0.4595 0.7436 -4.2339
H -1.8239 -4.1715 1.2927
H 1.2895 0.5903 5.4878
H -3.5231 2.6839 5.1329
H -0.2729 -2.0412 -5.8327
H 1.0012 -0.9429 -3.9978
H 2.3467 -7.5688 1.8085
H -5.5719 2.5023 1.3758
H 1.6846 -1.7357 6.3933
H -1.9662 -3.4541 -6.9477
H 1.0128 -3.6478 4.8794
H -4.2374 -3.6629 -6.0465
H 1.9208 4.9306 -3.1692
H 2.9623 -5.3660 1.0101
H -3.7420 -0.6628 -1.9944
H -0.3777 4.7715 -3.4653
H 5.0129 3.3753 -0.2666
H -1.1011 -6.5054 1.7678
H -1.4286 4.0102 -2.2675
H 0.7347 -8.0029 2.0974
*
```

[3]
ORCA calculation (ωB97M-V with the def2-TZVPD basis set) on C33H32Cl2N7O5OsSe as an isolated structure in a non-equilibrium geometry.

For the strongest force on any atom, the calculation gives 0.060 hartree/bohr. As for the HOMO-LUMO gap: 6.16 eV. The value obtained for the total energy is -5448.530275 Eh. The value obtained for the HOMO energy is -10.427 eV.

Geometry as ORCA input:
```
! wB97M-V def2-TZVPD RIJCOSX def2/J DEFGRID3
* xyz 1 1
Os 0.6264 0.9096 2.1859
Se 0.5150 1.6287 -0.2664
Cl -0.3940 -5.7530 0.9135
Cl -3.2566 -4.7570 1.8402
O 1.9345 2.1142 5.6620
O -3.3174 0.0873 3.0663
O 1.3622 0.5279 4.3098
O 3.0131 -2.1384 0.9542
O 1.1046 2.5305 3.6981
N -0.8743 2.4936 2.2462
N 1.4943 1.7381 4.6264
N 1.1966 -0.8810 1.6609
N 0.6932 -0.9381 -1.5711
N -1.3231 -0.5300 -0.8417
N 2.7030 1.2597 1.8293
N -1.1304 -0.0694 2.3246
C -2.6720 4.2688 3.3640
C 0.2015 -1.8921 1.6732
C 5.4582 1.2493 1.5799
C -2.3675 -2.7527 -1.4813
C -0.6489 3.8085 2.1903
C -2.0088 2.0561 2.8148
C 2.5301 -1.1045 1.3504
C -2.9305 2.9075 3.3849
C -0.0651 -2.0754 -1.8398
C -1.9223 -3.6668 1.7666
C -2.8358 1.4928 -2.5764
C 1.6399 -0.3455 -4.4517
C -0.6604 -4.1093 1.3740
C -1.3432 -1.8148 -1.3791
C 0.4005 -3.2267 1.3301
C -3.4449 0.5238 -1.5652
C 4.7300 0.0841 1.3891
C -2.7048 2.9166 -2.0375
C -2.5298 0.1754 -0.3942
C -1.5261 4.7259 2.7312
C -1.0658 -1.4429 2.0551
C 4.7787 2.4183 1.8745
C -0.0823 -0.0371 -0.9503
C 3.3990 2.3891 1.9866
C -2.1281 -2.3421 2.1047
C 3.3620 0.1315 1.5299
C 2.0955 -0.7379 -1.9595
C 2.4386 -1.5140 -5.0263
C 0.2631 -3.2906 -2.4353
C -2.0475 -3.9560 -2.0717
C 2.2255 0.2053 -3.1507
C -2.2455 0.5741 2.7719
C -0.7483 -4.2201 -2.5426
H -3.0483 -0.4776 0.3086
H 3.4975 -1.2579 -5.1004
H 1.6257 0.4641 -5.1830
H -4.3563 0.9609 -1.1493
H 2.8311 3.2789 2.2122
H 1.7369 1.1486 -2.8955
H 3.2882 0.4222 -3.2883
H 1.3791 -3.5769 1.0467
H 5.3011 3.3542 2.0121
H -3.1062 -2.0166 2.4205
H 2.6250 -0.3233 -1.1058
H -3.3509 4.9640 3.8393
H -2.8114 -4.7142 -2.1746
H -2.2121 1.0705 0.1348
H -0.5393 -5.1783 -2.9982
H 0.5994 -0.6466 -4.2918
H 6.5359 1.2457 1.4911
H 1.2601 -3.5024 -2.7936
H 2.3510 -2.4148 -4.4176
H 5.1925 -0.8584 1.1309
H -1.9988 2.9760 -1.2070
H -3.3651 -2.5523 -1.1147
H -1.8586 1.1214 -2.9052
H 0.2636 4.1222 1.7011
H -3.6733 3.2843 -1.6912
H -3.8137 2.4842 3.8427
H -1.2979 5.7802 2.6722
H 2.5208 -1.7165 -2.1708
H -3.4771 1.5093 -3.4589
H 2.0885 -1.7637 -6.0274
H -3.7299 -0.4010 -2.0711
H -2.3499 3.5925 -2.8161
*
```

[4]
ORCA calculation (ωB97M-V with the def2-TZVPD basis set) on C33H32F3GaGeN6O as an isolated structure in a non-equilibrium geometry.

For the strongest force on any atom, the calculation gives 0.076 hartree/bohr. As for the energy above the lowest of the compared OMol25 structures with the same formula, charge and spin: 185.4 kJ/mol. As for the HOMO-LUMO gap: 5.02 eV. The value obtained for the total energy is -5981.664939 Eh. The value obtained for the HOMO energy is -5.739 eV.

Geometry as ORCA input:
```
! wB97M-V def2-TZVPD RIJCOSX def2/J DEFGRID3
* xyz 0 1
Ge -1.1786 2.2815 -2.0057
Ga -1.3822 -0.3014 -0.1482
F 5.8193 -3.0723 -5.5592
F 7.0810 -2.4929 -3.8491
F 6.4884 -1.0785 -5.2858
O -2.8650 -1.0176 -2.0033
N -0.8057 -0.0487 1.6814
N -2.0743 2.2886 0.6779
N 4.2169 -0.3221 6.5465
N -2.0298 -2.1921 0.8214
N -2.5015 -4.4360 2.3302
N -1.4194 4.6099 2.1491
C -5.1299 -0.9010 -1.4412
C 0.0900 -1.2074 -1.0984
C -0.5451 3.6594 1.9755
C -0.4082 1.1824 2.1652
C 3.0273 -0.9892 6.6598
C 2.0633 -0.7887 5.6934
C 4.7145 -1.9361 -3.8391
C 1.0968 -1.3194 -1.7351
C -2.6627 4.3728 1.5783
C -1.4390 -2.2905 2.0068
C 4.3803 0.5386 5.5185
C 6.0298 -2.1373 -4.6135
C -2.9979 3.3008 0.8722
C 2.3368 -1.5603 -2.4708
C -4.1456 -0.7672 -2.5827
C -0.5007 -1.2027 2.3761
C -0.9522 2.3241 1.5893
C -2.8311 -3.1272 0.3549
C -1.5888 -3.5192 2.6899
C 2.2108 0.0311 4.6510
C 4.7090 -1.9208 -2.4437
C -1.4781 1.2260 -3.6373
C 3.5156 -1.7277 -4.5204
C 1.1732 0.0069 3.6035
C 2.3266 -1.5478 -3.8657
C 3.5204 -1.6600 -1.7507
C -2.1855 1.4515 -0.4885
C -1.9999 3.9870 -2.2489
C -3.1369 -4.1968 1.1917
C 0.5078 -1.2386 3.2922
C 0.7731 2.4072 -1.5430
C 0.6657 1.1864 3.0594
C 3.4274 0.7795 4.5415
H -3.9178 -4.8871 0.9743
H 1.3307 2.3019 -2.4324
H 0.4484 3.8345 2.3363
H -1.9134 4.5646 -1.3504
H -3.2351 1.4212 -0.8099
H -4.3176 -1.4073 -3.4318
H -1.0132 0.2719 -3.6795
H -2.5404 1.0064 -3.7852
H -3.9995 3.0992 0.4670
H 1.3625 -1.3668 -4.4074
H 3.7781 1.4321 3.7479
H 3.5480 -1.6271 -0.6806
H -4.9110 -0.1945 -0.6320
H 1.0961 -1.2295 5.8432
H 0.7994 -2.1373 3.8812
H -3.1670 -2.9674 -0.6367
H -1.6262 4.5170 -3.1134
H 0.9921 3.3816 -1.0982
H -3.4388 5.1192 1.7863
H -3.0417 3.9052 -2.4203
H -6.1977 -0.6318 -1.6965
H 2.9086 -1.5639 7.5687
H 3.5848 -1.5893 -5.5720
H 5.2946 1.0367 5.5038
H 1.1405 1.5930 -0.9333
H -4.1698 0.2046 -3.1006
H -1.0921 1.8129 -4.4838
H -1.0443 -3.6656 3.6164
H 5.6514 -2.1583 -1.9201
H -2.1235 -0.9617 -2.6811
H -5.1798 -1.8656 -1.0231
H 1.0777 2.1172 3.2678
*
```